C50H78F4O13S2 | ωB97M-V/def2-TZVPD

Structure (SMILES)   O=S1(=O)CCCC1.O=S1(=O)CCCC1.COCCOCCOC.COCCOCCOC.COCCOCCOC.Fc1ccccc1.Fc1ccccc1.Fc1ccccc1.Fc1ccccc1
Total charge   0
Calculated total energy   -112265.166 eV
Energy relative to the best compared isomer or geometry (same formula, charge and spin)   0.00 kJ/mol

Atoms and positions in Å:
O1 11.676 0.087 27.266
S1 12.698 0.033 28.277
O2 12.894 -1.247 28.957
C1 14.243 0.577 27.597
C2 14.205 2.083 27.851
C3 13.741 2.213 29.254
C4 12.521 1.355 29.457
H1 14.286 0.308 26.560
H2 15.056 0.102 28.133
H3 15.154 2.597 27.725
H4 13.535 2.609 27.141
H5 13.628 3.271 29.431
H6 14.529 1.882 29.907
H7 11.559 1.850 29.256
H8 12.438 0.895 30.405
O3 12.966 -0.962 21.603
S2 12.075 -0.904 22.740
O4 10.985 0.028 22.671
C5 11.487 -2.596 23.169
C6 12.727 -3.224 23.817
C7 13.320 -2.139 24.745
C8 13.023 -0.773 24.253
H9 11.078 -3.126 22.290
H10 10.693 -2.440 23.877
H11 12.285 -4.113 24.337
H12 13.361 -3.580 23.051
H13 14.344 -2.204 24.981
H14 12.842 -2.278 25.730
H15 13.999 -0.314 24.038
H16 12.386 -0.216 24.937
C9 18.900 -10.295 20.052
O5 18.087 -9.101 20.056
C10 18.922 -7.894 20.015
C11 17.952 -6.694 20.165
O6 17.491 -6.502 21.510
C12 16.094 -6.718 21.745
C13 15.820 -6.559 23.222
O7 15.739 -5.213 23.542
C14 15.340 -5.131 24.882
H17 19.744 -10.272 20.752
H18 19.301 -10.475 19.046
H19 18.288 -11.118 20.304
H20 19.458 -7.879 19.084
H21 19.700 -7.851 20.808
H22 17.123 -6.945 19.443
H23 18.578 -5.831 19.867
H24 15.779 -7.677 21.385
H25 15.401 -5.972 21.242
H26 16.500 -7.050 23.835
H27 14.892 -7.106 23.416
H28 15.952 -5.491 25.702
H29 14.298 -5.526 25.033
H30 15.266 -4.073 24.940
C15 12.284 -9.879 19.672
O8 11.819 -8.855 20.489
C16 12.810 -7.830 20.468
C17 12.354 -6.727 21.410
O9 13.289 -5.611 21.253
C18 12.821 -4.771 20.149
C19 13.963 -4.035 19.482
O10 14.698 -5.072 18.825
C20 15.853 -4.572 18.177
H31 12.529 -9.615 18.663
H32 11.481 -10.598 19.619
H33 13.167 -10.359 20.119
H34 12.932 -7.535 19.424
H35 13.775 -8.068 20.855
H36 12.432 -7.079 22.441
H37 11.306 -6.420 21.223
H38 12.095 -4.075 20.577
H39 12.255 -5.341 19.323
H40 14.475 -3.527 20.305
H41 13.583 -3.344 18.784
H42 15.791 -3.785 17.440
H43 16.340 -5.438 17.738
H44 16.597 -4.222 18.930
C21 14.084 -0.546 17.642
O11 15.327 -1.287 17.513
C22 16.385 -0.367 17.305
C23 17.663 -1.075 16.854
O12 18.183 -1.788 17.925
C24 19.389 -2.550 17.775
C25 20.611 -1.699 17.837
O13 20.865 -0.798 16.716
C26 21.394 -1.523 15.584
H45 13.296 -1.289 17.872
H46 13.868 -0.104 16.690
H47 14.142 0.216 18.463
H48 16.661 0.108 18.237
H49 16.075 0.432 16.567
H50 18.387 -0.311 16.601
H51 17.425 -1.695 15.965
H52 19.429 -3.211 16.937
H53 19.398 -3.251 18.602
H54 21.452 -2.335 18.005
H55 20.420 -1.042 18.696
H56 22.008 -0.794 15.018
H57 20.562 -1.938 14.973
H58 22.048 -2.364 15.915
F1 19.939 -3.020 21.136
C27 18.752 -2.445 21.332
C28 18.647 -1.100 21.153
C29 17.356 -0.545 21.275
C30 16.296 -1.342 21.671
C31 16.470 -2.669 21.925
C32 17.689 -3.242 21.707
H59 19.576 -0.501 20.968
H60 17.208 0.580 21.313
H61 15.316 -0.957 21.863
H62 15.633 -3.278 22.354
H63 17.852 -4.277 21.999
F2 11.177 4.437 27.989
C33 11.473 4.374 26.660
C34 12.401 5.283 26.196
C35 12.748 5.196 24.846
C36 12.186 4.238 23.971
C37 11.260 3.298 24.497
C38 10.876 3.400 25.828
H64 12.788 6.083 26.823
H65 13.439 5.886 24.432
H66 12.528 4.160 22.948
H67 10.836 2.584 23.767
H68 10.157 2.768 26.284
F3 7.561 -2.377 26.095
C39 7.405 -1.307 25.309
C40 8.510 -0.500 25.042
C41 8.294 0.655 24.322
C42 6.978 0.951 23.898
C43 5.901 0.162 24.124
C44 6.102 -1.027 24.865
H69 9.441 -0.754 25.533
H70 9.123 1.248 24.101
H71 6.818 1.935 23.440
H72 4.889 0.462 23.865
H73 5.284 -1.693 25.136
F4 10.393 -3.712 18.158
C45 9.698 -3.022 19.010
C46 8.538 -3.653 19.439
C47 7.735 -3.066 20.395
C48 8.102 -1.827 20.897
C49 9.228 -1.121 20.349
C50 10.039 -1.736 19.371
H74 8.307 -4.599 19.045
H75 6.840 -3.591 20.710
H76 7.491 -1.273 21.603
H77 9.407 -0.124 20.767
H78 10.943 -1.254 19.066


C2H6CsO | ωB97M-V/def2-TZVPD

Total charge   +1
Calculated total energy   -4757.252 eV
Energy relative to the best compared isomer or geometry (same formula, charge and spin)   403.72 kJ/mol

Atoms and positions in Å:
Cs1 1.232 0.604 2.463
C1 -0.102 0.515 -1.129
C2 0.031 -0.126 0.284
O1 -0.279 -1.579 0.210
H1 -1.004 0.154 -1.622
H2 0.741 0.192 -1.741
H3 -0.240 1.583 -1.298
H4 -0.846 0.192 0.847
H5 0.898 0.220 0.846
H6 -0.431 -1.757 1.140


C3H11N3O | ωB97M-V/def2-TZVPD

Structure (SMILES)   C/C=C/O.NNN
Total charge   0
Calculated total energy   -9804.330 eV
Energy relative to the best compared isomer or geometry (same formula, charge and spin)   354.23 kJ/mol

Atoms and positions in Å:
C1 -2.356 1.295 -0.724
C2 -1.314 0.219 -0.633
C3 -1.512 -0.946 0.022
O1 -0.611 -1.912 0.149
H1 -3.132 1.149 0.026
H2 -2.828 1.313 -1.707
H3 -1.911 2.281 -0.562
H4 -0.552 0.240 -1.405
H5 -2.365 -1.055 0.694
H6 0.435 -1.425 0.049
N1 1.967 -0.372 1.585
N2 1.481 -0.305 0.236
N3 2.493 -0.158 -0.732
H7 1.968 0.545 2.029
H8 1.327 -0.975 2.095
H9 0.744 0.457 0.107
H10 3.073 -0.992 -0.704
H11 3.093 0.641 -0.524


C18H31ClF3N3 | ωB97M-V/def2-TZVPD

Total charge   0
Calculated total energy   -44306.969 eV

Atoms and positions in Å:
C1 6.441 -0.363 0.993
C2 6.416 1.094 0.474
C3 5.390 1.238 -0.715
C4 4.118 2.025 -0.201
C5 2.858 1.241 -0.655
C6 1.755 1.139 0.436
C7 0.541 0.456 -0.212
C8 -0.725 0.406 0.681
C9 -1.788 -0.346 -0.101
C10 -2.797 0.115 -0.876
C11 -3.136 1.566 -1.149
C12 -3.782 2.180 0.136
C13 -5.288 2.292 0.032
F1 -5.939 1.952 -1.126
C14 -6.010 2.750 1.133
F2 -6.331 1.972 2.142
F3 -6.400 4.012 1.201
N1 -3.407 -1.045 -1.367
C15 -4.536 -1.063 -2.295
C16 -2.784 -2.095 -0.892
N2 -1.767 -1.743 -0.096
C17 -0.822 -2.627 0.577
C18 -1.614 -3.701 1.375
N3 -0.698 -4.758 1.818
H1 5.493 -0.554 1.525
H2 6.484 -1.084 0.171
H3 7.324 -0.529 1.629
H4 6.113 1.735 1.319
H5 7.396 1.451 0.127
H6 5.123 0.180 -1.131
H7 5.845 1.776 -1.554
H8 4.130 2.213 0.880
H9 4.107 2.973 -0.764
H10 3.070 0.208 -0.962
H11 2.400 1.747 -1.521
H12 1.511 2.121 0.868
H13 2.150 0.520 1.261
H14 0.274 1.059 -1.096
H15 0.792 -0.575 -0.506
H16 -1.128 1.407 0.890
H17 -0.548 -0.066 1.656
H18 -2.201 2.086 -1.380
H19 -3.809 1.581 -2.012
H20 -3.581 1.472 0.962
H21 -3.309 3.125 0.437
H22 -4.719 -2.076 -2.667
H23 -5.430 -0.576 -1.896
H24 -4.226 -0.486 -3.180
H25 -2.970 -3.147 -1.076
H26 -0.102 -3.088 -0.111
H27 -0.220 -2.094 1.320
H28 -2.095 -3.172 2.217
H29 -2.369 -4.156 0.721
H30 -0.044 -4.327 2.467
H31 -1.258 -5.444 2.314
Cl1 6.101 -0.977 -2.224


Highest occupied orbital energy in eV, matching the order above: -8.8 -14.9 -8.0 -5.1